Here is a molecular structure, C43H34BF4MgN2OP2STe from OMol25. Energies are from ωB97M-V/def2-TZVPD.

Values from the calculation:
HOMO (eV): -4.2
Charge: -1
LUMO level (eV): 2.307
Relative energy (zero: lowest compared OMol25 entry of this formula, charge and spin) (eV): 0.000
Energy (eV): -103879.4667

Atoms and positions in Å:
Mg 2.7669 1.4188 0.8193
O -1.3863 -0.5479 -0.6836
C -2.0132 -0.3242 0.5178
C -2.5672 -1.3390 1.2827
C -3.1720 -1.0184 2.4931
C -3.2305 0.2964 2.9192
C -2.6833 1.3019 2.1289
C -2.0617 1.0165 0.9221
P -1.2286 2.2445 -0.1705
C -2.4641 2.3093 -1.5269
C -1.9902 2.5284 -2.8170
C -2.8692 2.5785 -3.8925
C -4.2285 2.4008 -3.6885
C -4.7112 2.1740 -2.4047
C -3.8338 2.1298 -1.3325
C -1.5702 3.8131 0.7188
C -0.8661 4.0389 1.9055
C -0.9716 5.2477 2.5738
C -1.7718 6.2606 2.0596
C -2.4636 6.0529 0.8771
C -2.3643 4.8371 0.2100
C -1.3077 -1.8504 -1.1482
C -2.3932 -2.3377 -1.8684
C -2.3665 -3.6397 -2.3315
C -1.2636 -4.4450 -2.0674
C -0.1836 -3.9324 -1.3732
C -0.1692 -2.6114 -0.9120
P 1.3070 -1.8889 -0.0580
C 2.6532 -2.4704 -1.1489
C 2.4851 -2.6666 -2.5168
C 3.5795 -2.9217 -3.3319
C 4.8531 -2.9916 -2.7901
C 5.0328 -2.7832 -1.4298
C 3.9464 -2.5060 -0.6171
C 1.3688 -3.0531 1.3639
C 2.1334 -4.2138 1.4280
C 2.1000 -5.0194 2.5580
C 1.2963 -4.6817 3.6365
C 0.5260 -3.5289 3.5816
C 0.5720 -2.7174 2.4585
H -2.5132 -2.3672 0.9534
H -3.5969 -1.8113 3.0965
H -3.7057 0.5487 3.8588
H -2.7371 2.3289 2.4643
H -0.9252 2.6389 -2.9821
H -2.4843 2.7435 -4.8909
H -4.9131 2.4337 -4.5272
H -5.7725 2.0320 -2.2405
H -4.2137 1.9505 -0.3329
H -0.2115 3.2714 2.2979
H -0.4044 5.4029 3.4830
H -1.8431 7.2113 2.5733
H -3.0812 6.8404 0.4628
H -2.9063 4.6942 -0.7161
H -3.2397 -1.6842 -2.0393
H -3.2076 -4.0274 -2.8925
H -1.2411 -5.4698 -2.4162
H 0.6826 -4.5574 -1.1929
H 1.5022 -2.5904 -2.9643
H 3.4317 -3.0514 -4.3969
H 5.7061 -3.1846 -3.4290
H 6.0268 -2.8015 -1.0009
H 4.1074 -2.2873 0.4327
H 2.7689 -4.4881 0.5961
H 2.7102 -5.9135 2.5954
H 1.2756 -5.3095 4.5186
H -0.1057 -3.2547 4.4187
H -0.0239 -1.8136 2.4235
N 4.1677 -0.9188 2.6982
C 3.8105 -0.0732 1.9896
C 1.4921 0.2723 4.5056
C 1.1329 0.5748 3.1374
N 0.8651 0.8451 2.0536
H 0.6162 -0.0708 5.0542
H 1.8929 1.1811 4.9543
H 2.2634 -0.5002 4.4839
Te 3.7340 1.2136 -1.7662
C 2.1281 0.9510 -3.0880
C 0.9015 0.3855 -2.8795
C 0.1281 0.2421 -4.0669
C 0.7749 0.7101 -5.1700
S 2.3157 1.3431 -4.7522
H 0.5610 0.1008 -1.8945
H -0.8647 -0.1888 -4.0883
H 0.4270 0.7246 -6.1909
F 3.9758 2.9625 1.8786
B 2.8288 3.7763 2.1405
F 1.9100 3.2598 1.1269
F 3.0629 5.1055 1.9853
F 2.3016 3.4585 3.3901